{"formula": "C45H105F3N3NiO19", "method": "ωB97M-V/def2-TZVPD", "species": ["Ni", "C", "O", "O", "C", "F", "F", "F", "C", "C", "H", "H", "H", "H", "H", "H", "C", "C", "C", "C", "C", "C", "N", "O", "C", "C", "C", "H", "H", "H", "H", "H", "H", "H", "H", "H", "H", "H", "H", "H", "H", "H", "H", "H", "H", "H", "C", "C", "C", "C", "C", "C", "N", "O", "C", "C", "C", "H", "H", "H", "H", "H", "H", "H", "H", "H", "H", "H", "H", "H", "H", "H", "H", "H", "H", "H", "C", "C", "C", "C", "C", "C", "N", "O", "C", "C", "C", "H", "H", "H", "H", "H", "H", "H", "H", "H", "H", "H", "H", "H", "H", "H", "H", "H", "H", "H", "C", "C", "O", "O", "H", "H", "H", "H", "H", "H", "C", "C", "O", "O", "H", "H", "H", "H", "H", "H", "C", "C", "O", "O", "H", "H", "H", "H", "H", "H", "C", "C", "O", "O", "H", "H", "H", "H", "H", "H", "C", "C", "O", "O", "H", "H", "H", "H", "H", "H", "C", "C", "O", "O", "H", "H", "H", "H", "H", "H", "C", "C", "O", "O", "H", "H", "H", "H", "H", "H"], "positions_angstrom": [[-21.672272, 6.540891, 23.755408], [-19.309119, 5.105776, 22.331126], [-19.132049, 3.756228, 22.676473], [-20.550022, 5.431147, 22.653884], [-18.275357, 5.899754, 23.107141], [-17.038329, 5.392247, 23.036855], [-18.223809, 7.171022, 22.665024], [-18.614924, 5.974565, 24.425801], [-18.241027, 3.033495, 21.833036], [-18.390357, 1.567197, 22.157494], [-18.991504, 0.962179, 21.471459], [-17.454672, 1.013279, 21.969156], [-18.620707, 1.319084, 23.193374], [-17.222951, 3.329601, 22.059500], [-18.553876, 3.148633, 20.793749], [-19.136724, 5.260078, 21.255487], [-16.529867, 5.399157, 27.040645], [-15.054735, 5.709724, 27.185146], [-14.561908, 6.251068, 25.858294], [-13.183657, 6.876789, 25.915924], [-13.112435, 7.915027, 27.024874], [-13.626237, 7.423943, 28.377696], [-14.887329, 6.740124, 28.186552], [-15.448987, 6.344151, 29.450042], [-12.508511, 6.560054, 28.990382], [-13.812235, 8.678444, 29.212890], [-14.323999, 4.410107, 27.536413], [-16.777025, 4.808267, 26.168601], [-17.040979, 6.370518, 26.962564], [-16.888970, 5.008894, 27.993530], [-14.623131, 5.452041, 25.110247], [-15.244360, 7.006685, 25.438882], [-12.828910, 7.326338, 24.988803], [-12.497529, 6.053599, 26.160175], [-13.611380, 8.849605, 26.736687], [-12.061126, 8.212401, 27.128684], [-11.742410, 7.215946, 29.406520], [-12.881966, 5.930211, 29.797696], [-12.033047, 5.935687, 28.235361], [-14.173228, 8.414952, 30.206673], [-12.871127, 9.218604, 29.308988], [-14.489648, 9.365289, 28.700280], [-13.408244, 4.089882, 27.031647], [-15.029459, 3.570991, 27.501290], [-14.015603, 4.356452, 28.590151], [-16.075447, 7.046157, 29.660664], [-15.424639, 11.389695, 21.194811], [-16.142624, 10.161175, 21.796301], [-17.423433, 10.580727, 22.512531], [-18.554861, 10.977625, 21.565763], [-18.863407, 9.821075, 20.630827], [-17.623633, 9.368681, 19.857655], [-16.500098, 9.151984, 20.791222], [-15.338037, 8.755865, 20.031303], [-17.961733, 8.027930, 19.200622], [-17.328893, 10.379479, 18.741009], [-15.265510, 9.493994, 22.838822], [-14.584885, 11.697232, 21.823882], [-16.089576, 12.251080, 21.131396], [-14.956724, 11.173655, 20.235558], [-17.800130, 9.689816, 23.040353], [-17.259309, 11.329323, 23.289597], [-18.210606, 11.832180, 20.970318], [-19.406930, 11.305616, 22.169695], [-19.607373, 10.204543, 19.921391], [-19.348699, 8.985814, 21.148777], [-18.068169, 7.193386, 19.895340], [-18.830769, 8.172869, 18.555305], [-17.160602, 7.745416, 18.507201], [-16.512808, 10.069519, 18.087443], [-18.222258, 10.536515, 18.137474], [-16.996117, 11.327096, 19.163768], [-14.473392, 8.880839, 22.392005], [-15.819079, 8.800152, 23.478644], [-14.722230, 10.183523, 23.487948], [-15.343413, 7.799658, 20.169521], [-18.237210, -2.694425, 24.826788], [-18.305575, -3.002083, 23.316628], [-17.133906, -2.351413, 22.613850], [-15.809971, -3.097492, 22.747154], [-16.026408, -4.433418, 22.088548], [-17.093546, -5.256305, 22.843715], [-18.276484, -4.436079, 23.073442], [-19.400084, -5.115998, 23.522217], [-17.458305, -6.445814, 21.967089], [-16.485245, -5.766530, 24.165295], [-19.610303, -2.394150, 22.829757], [-17.315731, -3.075829, 25.271203], [-19.042973, -3.223088, 25.343103], [-18.315537, -1.623278, 25.012773], [-17.352859, -2.156644, 21.559074], [-16.967497, -1.360980, 23.064883], [-15.558946, -3.204256, 23.819685], [-14.961338, -2.440183, 22.526543], [-15.129480, -5.053266, 22.019526], [-16.441750, -4.310146, 21.082201], [-16.591925, -7.027560, 21.647814], [-18.134823, -7.111714, 22.504569], [-17.981816, -6.125614, 21.062657], [-15.480140, -6.168504, 24.015443], [-16.468575, -4.972024, 24.909415], [-17.035476, -6.608893, 24.600663], [-19.582083, -1.295787, 22.751045], [-20.434340, -2.635166, 23.501142], [-19.934014, -2.631899, 21.809566], [-19.265284, -5.307486, 24.472256], [-13.827122, 5.005385, 22.217103], [-14.147489, 6.093168, 21.251618], [-14.020837, 5.622382, 19.893869], [-12.502851, 4.556571, 22.192506], [-14.463861, 4.114573, 22.189761], [-14.003034, 5.394513, 23.224457], [-13.438381, 6.919174, 21.373529], [-15.185545, 6.423348, 21.425772], [-13.717988, 6.294300, 19.282632], [-12.372659, 4.120111, 21.341115], [-21.792218, 5.052139, 19.117459], [-22.338134, 6.344733, 18.609609], [-21.966128, 7.426698, 19.499980], [-22.312293, 4.671543, 20.358318], [-20.695148, 5.119806, 19.142227], [-21.980549, 4.322713, 18.326906], [-23.435430, 6.296888, 18.584444], [-22.031436, 6.559864, 17.582424], [-22.188564, 8.271403, 19.099772], [-21.746219, 5.175746, 20.954999], [-19.542274, 1.454758, 26.270853], [-18.958398, 2.798073, 26.640254], [-19.364562, 3.210758, 27.930160], [-20.925625, 1.462688, 26.453545], [-19.173959, 0.741649, 27.010260], [-19.225142, 1.200967, 25.257061], [-19.230728, 3.540982, 25.864095], [-17.869078, 2.749467, 26.624179], [-20.328022, 3.055092, 27.973081], [-21.372474, 1.658033, 25.602374], [-22.324588, 1.984251, 22.862752], [-23.735182, 1.594147, 23.122741], [-24.543257, 2.758520, 23.325593], [-21.694267, 2.529696, 24.017295], [-22.291883, 2.703714, 22.033651], [-21.796685, 1.091039, 22.507829], [-23.817516, 0.889884, 23.955795], [-24.072330, 1.101184, 22.201825], [-25.457685, 2.455396, 23.317858], [-20.967549, 3.137729, 23.792218], [-20.897590, 5.978950, 26.705939], [-22.091712, 5.685247, 27.605134], [-22.201742, 4.250613, 27.536332], [-21.118055, 5.380353, 25.403348], [-20.030795, 5.545281, 27.218120], [-20.696519, 7.031640, 26.531753], [-22.962774, 6.144562, 27.112966], [-21.874688, 5.968973, 28.635486], [-22.904737, 3.963979, 28.131129], [-21.249695, 4.416845, 25.566463], [-20.447643, 9.003230, 23.311205], [-20.939633, 8.520305, 21.992211], [-22.157648, 7.720059, 22.160518], [-20.146167, 7.872170, 24.189366], [-21.148846, 9.686582, 23.812359], [-19.564287, 9.638604, 23.205831], [-20.182039, 7.860102, 21.556523], [-21.142850, 9.322355, 21.286492], [-22.426547, 7.439896, 21.246050], [-19.757332, 8.308412, 24.963466], [-21.709312, 1.116772, 19.209399], [-21.521037, 0.108002, 18.096857], [-20.821117, 0.708700, 16.986728], [-22.854748, 1.885996, 18.954581], [-20.787819, 1.705056, 19.326873], [-21.828113, 0.599163, 20.178438], [-22.530732, -0.140007, 17.751732], [-20.997649, -0.772681, 18.455567], [-21.495828, 1.071318, 16.406865], [-22.997920, 2.584706, 19.603589]], "atomic_forces_ev_per_a": [[1.749, -1.402, -0.214], [0.363, -0.818, 0.055], [-0.037, -0.198, -0.097], [-2.346, 1.029, -0.005], [0.061, 0.645, 1.151], [-0.175, 0.169, -0.024], [0.413, -0.004, -0.297], [0.705, -0.533, -0.593], [-0.468, -1.035, 0.455], [1.037, -1.815, -0.425], [-0.839, 0.609, 0.237], [0.238, 0.595, 0.245], [-0.275, 0.355, -0.041], [0.149, 0.256, -0.480], [0.439, 0.495, -0.147], [0.384, -0.081, -0.147], [-0.551, 1.349, 0.964], [0.697, -0.612, -0.256], [-0.214, 0.794, -1.366], [0.334, -0.671, 0.671], [0.343, 0.295, -0.619], [1.290, 0.016, -0.255], [-1.256, 1.405, 0.251], [0.516, -0.265, -0.358], [-0.059, -0.025, 0.293], [-0.330, 0.023, 0.216], [0.138, -1.552, 1.321], [0.106, -0.348, 0.030], [-0.026, -0.110, -0.303], [-0.142, -0.588, -0.315], [0.220, -0.153, 0.310], [-0.226, 0.034, 0.467], [-0.250, -0.174, -0.210], [0.194, 0.265, -0.152], [-0.315, -0.276, -0.074], [-0.114, -0.068, 0.244], [0.040, -0.053, -0.020], [-0.003, 0.013, -0.001], [-0.031, -0.131, 0.086], [-0.037, 0.246, 0.063], [0.118, -0.166, 0.077], [-0.270, -0.117, 0.214], [-0.227, 0.512, -0.570], [0.149, 0.009, -0.419], [-0.247, 0.469, -0.108], [0.056, -0.065, -0.155], [0.507, 0.130, 0.303], [0.416, 0.536, -0.105], [-0.966, -0.663, 0.005], [0.925, 0.406, 0.173], [-0.042, 0.635, 0.142], [0.078, -0.204, -0.316], [-0.420, -0.790, 0.028], [-0.612, 0.343, 0.369], [0.657, 0.085, -0.794], [0.423, 0.274, 0.157], [0.988, -0.924, 0.325], [-0.185, -0.006, 0.146], [0.030, -0.001, -0.288], [-0.294, -0.035, -0.104], [0.460, 0.031, 0.056], [0.353, 0.129, -0.216], [-0.355, 0.021, 0.104], [-0.125, 0.095, -0.330], [0.078, -0.332, -0.240], [1.661, 0.897, -0.648], [-0.311, 0.189, 0.177], [-0.245, -0.242, 0.248], [-0.020, 0.032, 0.154], [-0.095, -0.267, 0.062], [0.014, 0.059, -0.053], [-0.285, 0.110, -0.083], [-0.155, 0.214, -0.224], [-0.192, 0.113, -0.091], [-0.349, 0.266, -0.046], [0.140, 0.186, -0.072], [0.195, -0.460, 0.137], [-0.027, -0.147, 0.696], [0.936, 1.177, 0.142], [-0.191, 0.480, 1.241], [-0.045, -0.352, -0.172], [0.534, -0.170, 0.467], [0.053, 0.410, -1.559], [-0.008, -0.271, 0.749], [-0.549, -0.295, -0.167], [-0.072, -0.411, 0.220], [-0.976, 0.737, -0.703], [0.104, 0.244, -0.079], [-0.126, 0.249, -0.009], [-0.078, -0.015, 0.100], [-0.051, -0.263, -0.028], [-0.385, -0.055, -0.064], [-0.528, -0.446, -0.125], [-0.123, -0.387, -1.213], [-0.035, 0.076, -0.023], [0.325, 0.211, -0.067], [0.152, 0.119, 0.218], [0.042, -0.029, -0.056], [0.046, 0.128, 0.076], [0.050, 0.233, -0.013], [0.252, -0.046, 0.033], [-0.253, 0.192, -0.134], [0.426, -0.080, 0.584], [-0.006, -0.097, -0.054], [0.380, -0.705, 0.134], [-0.065, 0.047, -0.324], [-0.220, -0.648, 1.250], [0.073, 0.295, -1.229], [-0.360, -0.648, 0.379], [0.629, 0.058, -0.423], [-0.502, 0.241, -0.597], [0.124, 0.217, -0.116], [-0.222, 0.003, 0.337], [0.234, 0.044, 0.149], [0.154, 0.290, 0.179], [0.134, 0.078, 0.090], [0.908, 0.067, -1.461], [-1.112, 0.714, -0.108], [0.129, -0.251, 0.144], [0.071, 0.182, -0.024], [-0.003, 0.050, 0.205], [-0.342, -0.333, 0.322], [0.112, -0.113, 0.085], [0.378, -0.061, 0.167], [-0.073, -0.002, -0.201], [-0.055, -0.417, 1.004], [0.533, 0.079, 0.736], [0.141, 0.302, -0.335], [-0.382, 0.034, -0.131], [-1.161, 0.049, -0.580], [0.304, -0.261, -0.293], [-0.087, -0.257, -0.007], [-0.045, 0.004, 0.147], [0.036, -0.029, 0.131], [0.402, 0.032, -0.045], [0.330, 0.048, 0.435], [0.716, 0.303, -0.585], [-0.617, 0.200, -0.338], [0.115, -0.265, 0.148], [0.046, 0.331, 0.393], [-0.054, 0.048, 0.201], [0.128, -0.013, 0.217], [0.031, 0.074, 0.065], [0.033, -0.220, 0.140], [0.024, 0.189, 0.062], [-0.129, -0.434, -0.582], [0.188, -0.370, 0.596], [0.289, -0.687, -1.068], [-0.165, 0.514, 0.177], [-0.324, 0.092, 0.537], [0.155, -0.164, -0.591], [-0.262, 0.107, 0.166], [-0.147, 0.052, 0.757], [-0.315, 0.489, -0.133], [0.058, -0.087, -0.145], [-0.278, 0.552, -0.387], [-0.100, 1.150, 0.739], [-0.788, -1.362, -0.243], [0.070, 0.473, 0.803], [-1.120, 1.615, -0.445], [-0.350, -0.441, -0.115], [-0.073, -0.662, -0.211], [-0.678, -0.237, 0.196], [-0.177, 0.070, 0.331], [0.313, -0.115, 0.289], [-0.088, -0.757, 0.151], [0.497, -0.483, 1.254], [-0.511, 1.103, -0.582], [-0.107, -0.436, 0.461], [-0.466, 0.443, -0.599], [-0.123, 0.196, -0.266], [-0.040, -0.154, -0.242], [0.133, -0.463, 0.207], [0.200, -0.026, -0.189], [0.097, 0.041, -0.057], [0.329, -0.120, 0.139]], "lumo_ev": [-3.272, -4.341], "fmax_ev_per_a": 2.6, "total_energy_ha": -5178.81960, "total_charge": 1, "spin_multiplicity": 3, "homo_ev": [-9.23, -9.23], "orbital_gap_ev": [5.95, 4.88]}